1.
Entry from the OMol25 dataset: C7H12O3Sc as an isolated structure at a distorted geometry (ωB97M-V/def2-TZVPD).

XYZ file:
```
23
Properties=species:S:1:pos:R:3
C 4.38 1.18 2.74
C 5.69 1.15 3.02
H 3.35 1.96 0.99
H 3.68 1.75 3.37
H 6.08 0.53 3.84
H 6.41 1.71 2.42
H 4.20 0.06 2.80
O -2.64 -1.69 0.86
C -1.39 -1.54 0.70
O -0.61 -2.51 0.92
O -0.95 -0.36 0.35
C 0.46 -0.17 0.22
C 0.68 1.25 -0.24
C 2.05 1.59 -0.62
C 2.83 2.59 -0.02
Sc -2.33 -3.72 1.42
H 0.86 -0.89 -0.51
H 0.94 -0.34 1.19
H 0.24 2.01 0.42
H 0.19 1.39 -1.24
H 2.53 0.97 -1.39
H 3.70 2.91 -0.59
H 2.28 3.44 0.42
```

Properties
* charge: +3
* E_HOMO (spin up / spin down): -20.6 / -17.2 eV
* energy relative to the best compared isomer or geometry (same formula, charge and spin): 161.7 kJ/mol
* gap between HOMO and LUMO (spin up / spin down): 7.629 / 3.460 eV
* total energy: -1259.07491 a.u.
* molar mass: 189.13 g mol⁻¹


2.
Entry from the OMol25 dataset: the molecule C5H13N at a distorted geometry (ωB97M-V/def2-TZVPD).

XYZ file:
```
19
Properties=species:S:1:pos:R:3
C 0.97 -0.58 1.80
C 0.62 0.57 0.87
N 0.39 0.09 -0.51
C -1.03 0.12 -0.85
C -1.81 -0.99 -0.14
C 1.14 0.88 -1.48
H 0.84 -0.31 2.85
H 0.29 -1.40 1.57
H 1.97 -0.97 1.63
H 1.40 1.34 0.89
H -0.28 1.09 1.23
H -1.12 -0.24 -1.87
H -1.48 1.11 -0.73
H -2.82 -1.09 -0.54
H -1.91 -0.89 0.94
H -1.37 -1.97 -0.35
H 1.37 1.91 -1.18
H 0.70 0.89 -2.47
H 2.13 0.41 -1.64
```

Properties
* E_HOMO: -8.5 eV
* structure (SMILES): CCN(C)CC
* energy relative to the best compared isomer or geometry (same formula, charge and spin): 90.4 kJ/mol
* gap between HOMO and LUMO: 9.771 eV
* total energy: -253.02865 a.u.
* molar mass: 87.17 g mol⁻¹


3.
Entry from the OMol25 dataset: C17H19N5O4S2V as an isolated structure at a distorted geometry (ωB97M-V/def2-TZVPD).

XYZ file:
```
48
Properties=species:S:1:pos:R:3
V 1.64 0.84 -1.06
C -1.35 -2.06 -2.08
C -0.13 -1.25 -1.84
N -0.12 0.02 -1.70
N -1.20 0.83 -1.95
C -0.87 2.05 -2.47
N -1.89 2.86 -2.74
S 0.73 2.45 -2.77
C 1.25 -1.86 -1.85
C 1.45 -3.22 -1.83
C 2.76 -3.70 -1.92
C 3.80 -2.80 -2.04
C 3.51 -1.44 -2.03
N 2.27 -0.98 -1.95
H -2.04 -1.54 -2.74
H -1.87 -2.25 -1.13
H -1.13 -3.02 -2.54
H -2.14 0.51 -1.77
H -2.85 2.60 -2.59
H -1.70 3.77 -3.12
H 0.62 -3.91 -1.73
H 2.95 -4.76 -1.90
H 4.82 -3.12 -2.12
H 4.29 -0.68 -2.08
C -4.18 -0.70 3.89
C -2.87 -0.29 3.26
C -2.59 1.04 3.00
C -1.37 1.42 2.45
C -0.43 0.45 2.15
C -0.69 -0.90 2.40
C -1.91 -1.26 2.95
S 1.14 0.92 1.54
O 1.55 -0.26 0.65
O 2.03 1.21 2.61
N 0.93 2.04 0.46
C 1.82 3.23 0.57
C 3.20 2.92 0.02
O 4.22 3.44 0.35
O 3.18 1.88 -0.89
H -4.90 0.12 3.88
H -4.03 -0.99 4.93
H -4.62 -1.55 3.38
H -3.32 1.80 3.24
H -1.16 2.46 2.24
H 0.05 -1.65 2.18
H -2.12 -2.30 3.16
H 1.91 3.59 1.59
H 1.38 4.02 -0.04
```

Properties
* charge: +1
* E_HOMO (spin up / spin down): -11.5 / -11.9 eV
* multiplicity: 3
* energy relative to the best compared isomer or geometry (same formula, charge and spin): 14.5 kJ/mol
* gap between HOMO and LUMO (spin up / spin down): 7.465 / 7.629 eV
* total energy: -2974.21082 a.u.
* molar mass: 472.45 g mol⁻¹